No. 1
DFT (ωB97M-V/def2-TZVPD) results for C4H7O3Sr as an isolated structure.

```
15
Properties=species:S:1:pos:R:3:forces:R:3:lowdin_charge:R:1
H 0.604247 3.619224 -0.747599 0.7 2.3 -0.5 0.068
O 1.921804 0.259595 -0.062248 0.3 2.8 -1.1 -0.169
C 2.082321 -0.892663 0.258419 -2.4 -3.9 1.1 -0.191
C 0.814472 -1.736332 0.412614 5.1 -0.5 2.1 -0.105
O -0.006764 -1.506155 -0.493549 -2.9 0.8 -3.2 -0.077
C -1.435868 -1.811250 -0.451450 0.7 0.2 0.4 -0.073
C -1.994637 -0.789992 0.543910 -0.2 -0.7 0.9 -0.336
O -1.333192 0.406602 0.493308 -0.3 1.1 -0.7 -0.557
Sr 0.049782 1.796109 -0.336051 -0.5 -2.7 0.6 1.630
H 3.063309 -1.389606 0.309748 -0.1 0.3 0.5 0.136
H 0.760635 -2.619209 1.065534 -0.1 0.3 -0.2 0.146
H -1.559038 -2.854717 -0.142357 -0.2 0.2 0.0 0.139
H -1.787051 -1.661646 -1.476570 0.2 0.0 0.2 0.135
H -1.790248 -1.172511 1.563577 -0.6 -0.3 -0.3 0.126
H -3.080290 -0.719439 0.350126 0.3 0.1 0.3 0.129
```
Forces are in eV/Å.

HOMO energy (alpha / beta) = -13.1 / -11.1 eV
Charge = +1
HOMO-LUMO gap (alpha / beta) = 9.2 / 3.8 eV


No. 2
DFT (ωB97M-V/def2-TZVPD) results for the molecule C4H3N3O.

```
11
Properties=species:S:1:pos:R:3:forces:R:3:nbo_charge:R:1
H 1.382630 2.329270 -0.464214 -1.5 0.0 3.3 0.401
N 0.971150 2.227819 0.645099 -1.3 -4.0 -2.7 -0.420
C 0.301174 1.053569 0.490647 2.8 1.7 -1.6 0.217
N -0.053130 0.086125 1.412154 -2.1 -2.9 2.4 -0.347
C -0.546826 -1.137070 1.082072 -0.1 5.3 -1.5 0.041
C -0.847090 -1.259439 -0.379003 -1.7 -3.6 -0.7 0.097
N -0.340939 -0.610063 -1.354091 -1.0 0.8 1.4 -0.386
C 0.365677 0.429110 -0.867282 8.5 2.5 -5.0 0.523
O 1.502288 0.757940 -1.584904 -6.1 -1.2 3.5 -0.558
H -1.150861 -1.803750 1.743283 1.4 0.7 0.0 0.235
H -1.584074 -2.073511 -0.723761 1.1 1.0 0.9 0.198
```
Forces are in eV/Å.

Structure (SMILES) = [H]/N=C1/N=CC=NC1=O
HOMO energy = -10.1 eV
HOMO-LUMO gap = 7.5 eV


No. 3
DFT (ωB97M-V/def2-TZVPD) results for C36H31Cl7F3N6O10S3Ti as an isolated structure.

```
97
Properties=species:S:1:pos:R:3:forces:R:3:mulliken_spin:R:1
Ti 0.807077 -1.666254 -0.483205 0.0 -2.0 0.4 0.914
O -2.962719 -1.785554 -1.718900 0.0 0.0 0.0 -0.003
C -1.900014 -1.171461 -1.721436 0.0 0.0 0.1 -0.003
O -0.923966 -1.476958 -0.926752 -3.6 0.6 -1.0 0.036
C -1.720628 0.043217 -2.580926 0.0 0.1 -0.1 0.004
C -2.818725 0.416197 -3.363119 0.1 0.0 0.1 -0.001
C -2.810252 1.557127 -4.140264 -0.1 0.0 0.0 0.000
C -1.661728 2.351611 -4.151043 0.0 0.0 0.1 0.000
C -0.563361 1.993926 -3.399110 -0.1 0.0 0.0 0.000
C -0.547993 0.832341 -2.589194 0.1 0.0 0.1 -0.006
S 0.893245 0.538420 -1.664634 -0.1 0.7 -0.2 -0.005
H -3.687623 -0.227973 -3.321095 0.0 0.0 0.0 0.000
H -3.681879 1.832738 -4.723877 0.0 0.0 0.0 0.000
H -1.630229 3.254669 -4.754310 0.0 0.0 0.0 0.000
H 0.331554 2.605624 -3.409972 0.0 0.0 -0.1 0.001
Cl 5.548305 -2.206576 4.962786 0.1 0.0 0.0 0.001
C 4.469244 -1.738898 3.687146 -0.1 0.1 -0.1 0.020
C 4.197384 -0.404457 3.451527 0.0 -0.1 0.1 -0.008
Cl 4.939865 0.821153 4.432298 0.0 0.1 0.0 -0.001
C 3.306728 -0.039295 2.426123 0.0 -0.1 0.0 0.023
Cl 2.962260 1.628235 2.100718 0.0 0.1 0.0 0.001
C 2.686546 -0.996473 1.624048 0.1 0.2 0.2 -0.027
O 1.852798 -0.711404 0.681702 2.2 1.8 2.0 0.018
C 2.970385 -2.387612 1.859441 -0.2 -0.4 -0.1 0.011
O 2.350464 -3.244397 1.110260 0.3 -0.2 0.1 0.023
C 3.846906 -2.718024 2.891237 0.1 0.2 0.0 0.000
Cl 4.160033 -4.408600 3.169867 0.0 -0.1 0.0 0.000
N -0.399527 -3.007333 1.182913 0.4 -0.4 0.0 0.000
C -1.166125 -4.019811 0.482878 0.1 -0.2 0.1 0.012
C -1.477879 -5.313609 1.265760 0.0 0.0 -0.1 -0.001
C -0.414792 -5.927176 2.200527 -0.1 0.1 -0.1 -0.001
C 1.020514 -6.162710 1.712749 0.1 0.1 0.1 0.000
N 1.088201 -6.672466 0.348107 -0.2 0.1 -0.1 0.000
C 1.940475 -6.270168 -0.592188 0.0 -0.5 0.2 0.001
N 1.698547 -6.671090 -1.861911 0.1 0.2 0.0 0.000
N 3.076436 -5.649766 -0.285185 -0.1 0.5 0.0 0.000
C -0.472612 -4.348885 -0.849685 0.4 0.1 0.0 -0.006
O -0.905131 -5.306722 -1.511581 0.2 -0.2 0.0 0.000
O 0.542277 -3.633452 -1.137018 -0.4 -1.3 -0.1 -0.038
H 0.490736 -3.356436 1.532825 0.0 0.0 0.1 0.003
H -0.918116 -2.539270 1.907995 0.0 0.3 0.0 0.007
H -2.118200 -3.578882 0.180812 0.0 0.1 0.0 0.002
H -1.778561 -6.048849 0.516160 -0.1 0.0 0.0 0.000
H -2.355045 -5.125224 1.893076 0.0 -0.1 0.0 0.001
H -0.817977 -6.894803 2.520447 0.0 0.1 0.1 0.000
H -0.338613 -5.308093 3.097619 0.1 -0.1 0.0 -0.001
H 1.487122 -6.886577 2.386737 0.1 0.0 0.0 0.000
H 1.601841 -5.246506 1.769350 0.0 0.2 0.0 0.000
H 0.257703 -7.117518 -0.006442 -0.1 0.1 -0.1 0.000
H 0.703802 -6.648114 -2.067009 -0.2 0.2 -0.1 0.000
H 2.192494 -6.089055 -2.527255 0.0 0.2 -0.2 0.000
H 3.028681 -4.967381 0.493069 0.0 0.0 -0.1 0.000
H 3.512109 -5.228690 -1.095578 0.0 0.2 0.0 0.000
F 4.533955 -1.968945 -3.780846 -0.1 0.1 -0.1 0.000
C 3.261386 -1.559246 -4.002539 0.2 -0.1 0.3 -0.001
F 3.011929 -1.755175 -5.311085 -0.1 0.0 0.1 0.000
F 3.222166 -0.248547 -3.773350 0.0 -0.1 -0.1 0.000
S 2.090801 -2.539828 -2.929701 1.4 0.2 -1.5 0.005
O 2.568867 -3.871041 -3.259937 -0.2 -0.3 0.4 0.002
O 0.801900 -2.142572 -3.404337 -0.1 -0.1 0.0 0.005
O 2.502591 -2.049899 -1.595119 0.2 -0.4 -0.6 0.007
Cl -5.082864 7.936257 -2.158646 0.0 0.1 -0.1 0.000
C -4.103632 6.855691 -1.212332 0.1 -0.1 0.1 0.000
C -3.244272 5.974597 -1.837575 0.0 0.0 -0.2 0.000
C -2.488627 5.112216 -1.063705 0.1 -0.1 0.0 0.000
C -2.570995 5.096282 0.326494 -0.2 0.1 0.0 0.000
C -1.770212 4.044947 1.061629 -0.1 -0.2 0.1 0.000
C -2.653555 2.891799 1.559541 0.3 0.2 -0.1 0.000
N -1.835398 1.758636 1.916519 -0.1 0.0 0.1 0.000
C -1.090485 1.580529 3.063591 0.1 -0.1 0.0 0.002
C -0.398394 0.417566 2.868233 -0.1 0.1 -0.1 0.001
N -0.701455 -0.116819 1.637667 -0.2 0.2 0.4 -0.003
C -1.554865 0.708914 1.099618 0.0 -0.1 0.0 0.001
O -1.056313 4.557600 2.173019 0.0 0.0 0.0 0.000
C 0.348304 4.653803 1.941483 0.0 0.1 -0.1 0.000
C 0.653481 5.616051 0.830214 0.0 -0.1 0.2 0.000
C 1.085693 5.248491 -0.406659 0.1 0.2 -0.1 0.000
Cl 1.386820 3.655611 -0.951166 0.0 0.0 0.0 0.002
S 1.263648 6.604112 -1.459854 0.0 -0.1 0.1 0.000
C 0.746203 7.686671 -0.224977 0.0 0.0 -0.2 0.000
C 0.456371 7.026083 0.922935 0.0 0.1 0.1 0.000
C -3.448706 6.007840 0.919307 0.2 -0.1 -0.1 0.000
Cl -3.644873 6.093361 2.646877 0.0 0.0 0.1 0.000
C -4.210287 6.887287 0.164828 0.0 0.0 0.0 0.000
H -3.169114 5.965729 -2.916789 0.0 0.0 0.0 0.000
H -1.810308 4.412322 -1.545006 -0.1 0.0 0.0 0.000
H -1.069307 3.611595 0.341421 0.0 0.0 0.0 0.001
H -3.335820 2.587587 0.765569 0.0 0.0 0.0 0.000
H -3.223755 3.227819 2.423521 -0.1 0.0 0.0 0.000
H -1.106135 2.294896 3.870463 0.0 0.0 -0.1 0.000
H 0.308326 -0.060690 3.530171 0.0 0.0 0.0 0.000
H -1.998917 0.606616 0.119830 0.0 0.0 0.0 0.001
H 0.766715 3.666604 1.726054 0.0 0.0 0.0 0.000
H 0.766912 5.013429 2.881188 0.0 0.0 0.0 0.000
H 0.682995 8.744180 -0.432523 0.0 -0.1 0.1 0.000
H 0.099837 7.511717 1.823108 0.0 0.0 0.0 0.000
H -4.882625 7.583215 0.646385 0.0 0.0 0.0 0.000
```
Forces are in eV/Å.

HOMO energy (alpha / beta) = -0.8 / -2.1 eV
Charge = -2
HOMO-LUMO gap (alpha / beta) = 4.0 / 5.3 eV
2S+1 = 2


No. 4
DFT (ωB97M-V/def2-TZVPD) results for a 2-piece molecular cluster, C6H10N2O2S overall.

```
21
Properties=species:S:1:pos:R:3:forces:R:3:nbo_charge:R:1
C -2.520688 -4.215707 -0.866274 0.7 1.5 0.8 -0.224
C -1.686484 -3.167842 -0.688472 -0.7 0.1 -1.8 -0.248
C -1.490419 -2.352939 0.468216 0.6 -1.5 1.9 0.315
N -1.115447 -1.956643 1.487970 -1.1 -0.1 -0.7 -0.349
C -0.911713 -2.641168 -1.908838 1.0 0.4 1.2 0.667
N 0.327108 -2.090564 -1.667623 -0.7 -0.8 -0.5 -0.832
O -1.295581 -2.762054 -3.038173 -0.8 -0.6 -0.8 -0.591
H -3.084960 -4.691024 -0.099799 -0.3 0.1 0.8 0.207
H -2.739448 -4.589960 -1.834397 0.5 -0.2 -0.9 0.228
H 0.759450 -1.604172 -0.915809 -0.4 -0.3 1.3 0.429
H 0.760740 -1.859040 -2.518961 0.5 0.3 -1.2 0.394
C 1.646705 2.267922 1.209978 -0.8 3.1 0.3 -0.639
C 0.332660 2.289015 0.552782 -3.5 -2.3 -0.7 -0.499
S 0.052067 0.594081 -0.229001 -0.1 -0.2 0.7 0.424
O 0.845260 -0.549499 0.736899 1.2 1.1 -0.3 -0.909
H 1.646434 2.111789 2.245126 -0.4 -0.6 1.5 0.219
H 2.182271 1.524820 0.757002 2.2 -1.4 -1.1 0.230
H 1.997823 3.293131 1.104948 0.9 -0.2 -0.2 0.216
H 0.238250 2.856356 -0.389859 0.3 0.2 0.6 0.222
H -0.634221 2.390995 1.139290 1.6 0.5 -0.3 0.223
H 0.445550 -0.906030 1.556784 -0.7 0.7 -0.7 0.518
```
Forces are in eV/Å.

Structure (SMILES) = C=C(C#N)C(N)=O.CCSO
HOMO energy = -8.7 eV
HOMO-LUMO gap = 8.4 eV


No. 5
DFT (ωB97M-V/def2-TZVPD) results for a 3-piece molecular cluster, C21H22Cl2NO2 overall.

```
48
Properties=species:S:1:pos:R:3:forces:R:3:nbo_charge:R:1
C -1.714913 -1.821387 0.951987 -0.1 -0.7 -0.6 -0.648
C -0.423092 -1.422815 1.826756 -1.1 0.6 -1.3 -0.208
Cl -0.543952 -2.348756 3.408585 0.5 1.1 -1.6 -0.009
C 0.986247 -1.672528 1.051555 -0.7 0.3 -0.1 -0.248
Cl 2.174227 -0.466500 1.823331 -0.9 -1.2 -1.0 0.002
C 0.778961 -1.359114 -0.525976 0.6 2.1 -1.7 0.273
C 1.065172 0.063210 -1.071746 -1.4 -2.8 -3.0 -0.187
C 0.808609 0.303745 -2.600298 -1.4 -3.3 1.0 -0.012
C 1.045623 1.712343 -3.303168 2.8 3.0 0.8 0.734
O 2.096161 2.348718 -3.031163 -4.2 -3.2 -1.1 -0.467
O 0.123823 2.297330 -4.222909 0.7 -2.1 2.5 -0.668
C 0.274515 -0.876226 -3.458175 0.6 -1.0 3.5 -0.216
C 0.050317 -2.270301 -2.809985 0.9 3.3 0.8 0.091
N 0.309997 -2.424553 -1.402752 0.7 3.0 -0.8 -0.488
H -1.575275 -2.866241 0.469144 -0.3 1.5 0.9 0.192
H -2.681986 -1.892849 1.579026 1.8 0.3 -0.9 0.275
H -1.897860 -1.095613 0.067759 0.4 -1.0 1.6 0.220
H -0.483353 -0.276629 1.969881 0.2 -2.0 0.3 0.248
H 1.424142 -2.712348 1.235018 -0.8 1.4 -0.4 0.276
H 1.439576 0.925579 -0.427655 -0.6 -1.6 -0.9 0.310
H -0.805568 2.187255 -3.899542 0.9 -0.1 -0.4 0.505
H 0.046875 -0.738851 -4.563177 0.4 -0.2 1.7 0.285
H -0.351213 -3.185102 -3.383156 0.8 1.7 1.1 0.280
H 0.143588 -3.334995 -0.929293 0.1 0.8 -0.7 0.458
C 0.349134 -4.201004 7.262544 -0.1 0.0 0.0 -0.213
C -0.644390 -3.777756 6.385336 -0.1 -0.1 0.1 -0.215
C -1.984998 -3.922302 6.728481 0.1 0.0 0.0 -0.206
C -2.332300 -4.481857 7.954474 0.1 0.0 0.0 -0.213
C -1.338755 -4.901785 8.833422 0.0 0.0 -0.1 -0.204
C 0.001827 -4.765529 8.486144 -0.1 0.0 -0.1 -0.207
H 1.394412 -4.091101 6.993014 -0.1 0.0 0.0 0.212
H -0.373340 -3.334999 5.431848 0.0 -0.2 0.4 0.188
H -2.759550 -3.598108 6.041176 0.0 0.0 0.1 0.207
H -3.377386 -4.590283 8.224451 0.1 0.0 0.0 0.217
H -1.609665 -5.336548 9.789972 0.0 0.0 -0.1 0.219
H 0.775878 -5.097981 9.169277 -0.1 0.0 -0.1 0.218
C 0.096145 4.878441 -5.826985 0.0 0.2 0.0 -0.212
C 1.364441 4.942052 -5.257438 0.0 0.0 -0.1 -0.223
C 2.070629 6.141026 -5.262319 -0.1 0.0 -0.1 -0.211
C 1.504532 7.279634 -5.828143 0.0 -0.1 0.0 -0.206
C 0.235201 7.217141 -6.394154 0.0 0.0 0.0 -0.209
C -0.467467 6.016273 -6.397769 0.1 0.0 0.1 -0.217
H -0.453371 3.943781 -5.826714 0.1 0.1 -0.1 0.196
H 1.803123 4.057384 -4.810424 0.0 0.2 -0.1 0.215
H 3.061907 6.188665 -4.824278 -0.1 0.0 0.0 0.215
H 2.053203 8.215497 -5.827541 -0.1 -0.1 0.0 0.218
H -0.206625 8.105371 -6.833856 0.0 -0.1 0.0 0.218
H -1.454901 5.966883 -6.844265 0.1 0.0 0.0 0.213
```
Forces are in eV/Å.

HOMO energy = -10.9 eV
Charge = +1
HOMO-LUMO gap = 5.1 eV


No. 6
DFT (ωB97M-V/def2-TZVPD) results for the molecule C12H18Si.

```
31
Properties=species:S:1:pos:R:3:forces:R:3:mulliken_spin:R:1
C 2.971933 0.971054 0.054707 -0.5 -2.6 0.1 0.623
C 2.075890 2.055214 0.151955 -4.0 4.1 -0.2 0.387
C 1.191688 -0.572760 -0.061867 2.1 -0.6 0.9 0.428
C 2.550906 -0.378282 0.028294 -2.5 0.5 0.3 -0.065
C 0.699491 1.899127 0.137808 0.9 -0.3 1.1 0.026
C 0.202832 0.585936 0.091083 -0.6 -2.9 -0.8 0.420
C 0.647735 -1.973787 -0.128516 0.0 0.8 2.7 -0.037
C -0.780890 -2.007930 0.347273 -0.3 0.0 -0.9 0.020
C 3.440894 -1.566498 0.136473 0.2 1.3 4.3 0.008
C -0.399061 2.901157 0.373560 1.5 1.1 -1.0 0.015
C -2.779442 0.320469 1.169450 0.0 2.0 -4.0 0.018
C -2.300608 -0.121438 -1.750375 1.6 0.2 -1.1 0.041
Si -1.437966 -0.299518 -0.017627 -1.6 1.1 0.2 0.025
H 3.969810 1.083443 0.015073 3.4 1.0 -0.1 0.040
H 2.343059 3.153275 0.178611 0.5 -1.5 0.1 0.013
H 0.640324 -2.240917 -1.110285 0.5 -1.3 -3.0 0.033
H 1.102208 -2.753222 0.544368 0.5 0.9 -1.2 0.011
H -1.181476 -2.897941 -0.080636 -1.1 -0.3 -1.0 -0.001
H -0.645164 -2.402722 1.301078 -0.7 0.5 2.5 -0.001
H 4.287171 -1.299824 0.876260 -0.9 -0.6 -1.5 -0.009
H 2.883619 -2.406415 0.599286 0.7 0.5 -0.5 0.003
H 3.743790 -1.784053 -0.805519 1.5 -1.2 -2.7 -0.001
H -0.637667 3.158929 1.394420 0.2 -0.2 0.4 0.007
H -0.085819 3.792245 -0.151752 0.0 0.8 0.1 -0.001
H -1.289488 2.615517 -0.135960 -0.8 -0.5 -0.2 0.002
H -3.308212 1.262418 0.801260 0.9 -1.0 0.3 -0.001
H -3.545119 -0.335853 1.329381 -2.2 -2.3 -0.3 -0.001
H -2.530026 0.475703 2.119278 1.8 1.1 4.0 -0.001
H -2.098557 -1.064503 -2.396275 -0.4 1.7 0.8 -0.004
H -3.376633 0.039721 -1.630888 0.1 -0.3 0.0 0.000
H -1.895187 0.842276 -2.289451 -0.6 -2.0 0.9 0.001
```
Forces are in eV/Å.

HOMO energy (alpha / beta) = -4.9 / -8.6 eV
HOMO-LUMO gap (alpha / beta) = 5.8 / 6.4 eV
2S+1 = 3


no.,F_max (eV Å⁻¹)
1,5.6
2,10.1
3,3.8
4,4.2
5,5.4
6,5.7